1.
Computed, not measured: a structure of composition C3H3BrClF in a non-equilibrium geometry, with ωB97M-V/def2-TZVPD.

For the lowest unoccupied orbital energy (spin up / spin down), the calculation gives -0.3300 / -0.6434 eV. The HOMO-LUMO gap (spin up / spin down) comes out at 0.2965 / 0.2776 Ha. The calculation puts the highest occupied orbital energy (spin up / spin down) at -8.4 / -8.2 eV. The total energy comes out at -88437.4969 eV. As for the net charge: 0. The strongest force on any atom is 0.066 Eh/bohr.

```
9
Properties=species:S:1:pos:R:3:forces:R:3:nbo_charge:R:1
Br -2.507 1.275 0.185 0.6 -0.1 -0.2 0.066
Cl -1.817 -1.544 -0.504 -1.2 -2.2 0.2 0.079
F 1.263 -0.825 1.602 -0.2 -0.3 -0.1 -0.332
C 0.463 -0.034 -0.547 -1.5 2.2 1.5 -0.511
C 1.124 0.198 0.743 -0.8 -1.2 -0.2 0.269
C -1.361 0.014 -0.691 3.0 1.4 0.6 -0.208
H 1.437 1.091 1.244 -0.2 0.7 -0.4 0.164
H 0.637 -1.018 -0.930 0.3 -0.2 -0.5 0.239
H 0.762 0.842 -1.101 0.1 -0.2 -0.9 0.234
```
Positions in Å, forces in eV/Å.

***

2.
Computed, not measured: an isolated molecule of C3H3BrClNOS in a non-equilibrium geometry, with ωB97M-V/def2-TZVPD.

For the lowest unoccupied orbital energy (spin up / spin down), the calculation gives -1.0070 / -0.7275 eV. The HOMO-LUMO gap (spin up / spin down) comes out at 0.2630 / 0.2893 Ha. The calculation puts the highest occupied orbital energy (spin up / spin down) at -8.2 / -8.6 eV. The total energy comes out at -100091.9392 eV. As for the net charge: 0. The strongest force on any atom is 0.054 Eh/bohr.

```
11
Properties=species:S:1:pos:R:3:forces:R:3:nbo_charge:R:1
Br 3.669 0.740 -0.086 -0.4 -0.4 0.0 0.141
Cl -2.021 2.184 0.916 -0.1 -0.3 0.1 -0.013
S -1.345 -0.099 -0.784 2.1 -0.1 0.0 0.458
O -0.775 2.694 -1.174 0.0 -2.2 0.0 -0.653
N -0.203 -0.743 0.429 -1.7 0.7 -1.6 -0.750
C 1.168 -0.679 0.503 -0.8 -0.8 0.2 -0.156
C 1.928 0.151 -0.130 1.0 1.5 -0.8 -0.146
C -1.248 1.567 -0.521 -1.0 2.2 1.3 0.003
H 0.068 2.404 -1.527 0.6 0.2 -0.6 0.494
H 1.573 -1.477 1.100 0.3 -0.2 0.5 0.223
H -0.748 -1.288 1.041 0.0 -0.7 1.0 0.399
```
Positions in Å, forces in eV/Å.

***

3.
Computed, not measured: an isolated molecule of C3H3BrN2O in a non-equilibrium geometry, with ωB97M-V/def2-TZVPD.

For the lowest unoccupied orbital energy (spin up / spin down), the calculation gives 0.4042 / 0.4042 eV. The HOMO-LUMO gap (spin up / spin down) comes out at 0.2859 / 0.2860 Ha. The calculation puts the highest occupied orbital energy (spin up / spin down) at -7.4 / -7.4 eV. The total energy comes out at -78225.7729 eV. As for the net charge: 0. The strongest force on any atom is 0.074 Eh/bohr.

```
10
Properties=species:S:1:pos:R:3:forces:R:3:nbo_charge:R:1
Br 0.554 0.856 -3.072 0.6 0.6 -0.8 0.169
O -2.036 -1.907 -0.347 1.6 1.2 0.8 -0.430
N 0.761 0.841 -0.397 1.1 0.0 0.0 -0.268
N 0.026 0.374 -1.417 -0.4 -0.5 1.5 -0.553
C -1.248 -1.232 0.196 -1.3 -0.8 -1.1 0.788
C -0.495 -0.563 1.085 -1.8 -0.9 0.6 -0.597
C 0.463 0.418 0.816 -0.7 -0.4 -2.7 0.003
H 1.706 1.363 -0.461 -2.1 -0.8 -0.4 0.403
H 1.144 0.681 1.495 2.2 1.2 2.9 0.200
H -0.875 -0.829 2.103 0.9 0.4 -0.8 0.283
```
Positions in Å, forces in eV/Å.

***

4.
Computed, not measured: an isolated molecule of C3H3BrN2S3 in a non-equilibrium geometry, with ωB97M-V/def2-TZVPD.

For the lowest unoccupied orbital energy, the calculation gives -0.2865 eV. The HOMO-LUMO gap comes out at 0.3221 Ha. The calculation puts the highest occupied orbital energy at -9.1 eV. As for the SMILES: S=c1[nH]n(CBr)c(=S)s1. The total energy comes out at -108686.4076 eV. As for the net charge: 0. The strongest force on any atom is 0.047 Eh/bohr.

```
12
Properties=species:S:1:pos:R:3:forces:R:3:nbo_charge:R:1
Br 2.030 1.806 -0.236 0.1 0.8 -0.5 0.003
S 1.556 -2.382 0.522 -0.8 0.3 -0.6 -0.098
S -3.035 0.364 -1.732 -0.8 0.0 -0.5 -0.021
S -1.188 -1.918 -0.933 0.9 1.2 0.8 0.382
N -0.923 0.577 -0.251 0.5 -0.2 0.7 -0.455
N 0.147 -0.135 0.335 0.7 0.8 -0.7 -0.299
C 0.310 -1.418 0.007 -0.5 -1.4 -0.2 -0.059
C -1.772 -0.215 -0.931 -0.3 -2.1 -0.4 -0.131
C 1.134 0.657 1.019 -0.6 0.1 1.1 -0.310
H -0.760 1.353 -0.890 1.0 0.5 0.7 0.434
H 0.442 1.248 1.737 2.1 -0.6 -0.7 0.251
H 2.059 0.064 1.354 -2.4 0.5 0.2 0.302
```
Positions in Å, forces in eV/Å.

***

5.
Computed, not measured: an isolated molecule of C3H3BrO in a non-equilibrium geometry, with ωB97M-V/def2-TZVPD.

For the lowest unoccupied orbital energy, the calculation gives -0.0212 eV. The HOMO-LUMO gap comes out at 0.3222 Ha. The calculation puts the highest occupied orbital energy at -8.8 eV. The total energy comes out at -75243.1016 eV. As for the net charge: 0. The strongest force on any atom is 0.092 Eh/bohr.

```
8
Properties=species:S:1:pos:R:3:forces:R:3:nbo_charge:R:1
Br 2.034 0.144 0.008 1.3 3.7 0.0 0.867
O 1.419 -1.338 0.060 -1.7 -3.1 0.1 -0.890
C -0.696 0.576 -0.014 1.7 -0.3 1.8 -0.018
C -1.041 -0.732 0.136 -0.3 1.7 -1.4 -0.308
C 0.318 1.411 0.008 -1.9 -4.3 -0.1 -0.352
H 0.589 2.337 -0.322 0.4 2.3 -0.5 0.224
H -1.430 -1.290 1.014 0.5 0.8 -0.7 0.245
H -1.193 -1.108 -0.890 0.0 -0.7 0.8 0.232
```
Positions in Å, forces in eV/Å.

***

6.
Computed, not measured: a cluster of 2 separate species, C3H3BrO in total in a non-equilibrium geometry, with ωB97M-V/def2-TZVPD.

For the lowest unoccupied orbital energy (spin up / spin down), the calculation gives -2.2890 / -2.3319 eV. The HOMO-LUMO gap (spin up / spin down) comes out at 0.2379 / 0.2308 Ha. The calculation puts the highest occupied orbital energy (spin up / spin down) at -8.8 / -8.6 eV. The total energy comes out at -75241.4444 eV. As for the net charge: 0. The strongest force on any atom is 0.149 Eh/bohr.

```
8
Properties=species:S:1:pos:R:3:forces:R:3:nbo_charge:R:1
Br -3.755 -0.068 -0.271 0.0 -0.6 -0.1 0.303
O -2.098 2.591 -0.005 0.3 -5.3 -0.4 -0.631
C -0.842 -0.160 -0.197 1.0 -1.7 -0.2 -0.456
C 0.337 0.488 -0.048 -0.9 0.1 0.0 -0.068
C -2.061 0.468 -0.162 -0.8 7.6 0.6 0.181
H 0.346 1.553 0.121 -0.2 0.3 0.0 0.249
H 1.272 -0.041 -0.086 0.2 -0.2 0.0 0.202
H -0.866 -1.237 -0.351 0.3 -0.1 0.0 0.219
```
Positions in Å, forces in eV/Å.

***

7.
Computed, not measured: an isolated molecule of C3H3BrO2 in a non-equilibrium geometry, with ωB97M-V/def2-TZVPD.

For the lowest unoccupied orbital energy, the calculation gives -0.1176 eV. The HOMO-LUMO gap comes out at 0.3739 Ha. The calculation puts the highest occupied orbital energy at -10.3 eV. As for the SMILES: CC(=O)C(=O)Br. The total energy comes out at -77296.2013 eV. As for the net charge: 0. The strongest force on any atom is 0.100 Eh/bohr.

```
9
Properties=species:S:1:pos:R:3:forces:R:3:nbo_charge:R:1
Br -2.211 1.016 0.081 -0.2 -0.4 -0.2 -0.114
O -1.467 -1.236 -1.453 -0.1 -0.3 -0.3 -0.438
O 0.148 -1.410 1.355 -0.1 1.2 -2.0 -0.463
C -1.158 -0.595 -0.533 0.0 0.3 0.8 0.498
C 0.942 0.526 0.130 3.8 -2.5 -2.3 -0.729
C 0.075 -0.634 0.415 -0.8 -1.0 1.5 0.491
H 1.295 0.543 -0.968 -1.1 0.0 1.3 0.245
H 1.914 0.393 0.625 -0.5 0.3 0.5 0.251
H 0.463 1.397 0.347 -1.1 2.5 0.7 0.259
```
Positions in Å, forces in eV/Å.

***

8.
Computed, not measured: an isolated molecule of C3H3BrO2S in a non-equilibrium geometry, with ωB97M-V/def2-TZVPD.

For the lowest unoccupied orbital energy (spin up / spin down), the calculation gives -1.8965 / -1.5879 eV. The HOMO-LUMO gap (spin up / spin down) comes out at 0.2810 / 0.2789 Ha. The calculation puts the highest occupied orbital energy (spin up / spin down) at -9.5 / -9.2 eV. The total energy comes out at -88126.9303 eV. As for the net charge: 0. The strongest force on any atom is 0.068 Eh/bohr.

```
10
Properties=species:S:1:pos:R:3:forces:R:3:nbo_charge:R:1
Br -2.893 -1.485 -1.161 0.1 -0.1 -0.1 0.182
S 1.271 -1.035 0.386 1.1 1.3 -2.9 1.769
O 1.370 -1.398 1.755 -0.1 -0.3 1.4 -0.867
O 2.505 -1.126 -0.445 -2.5 0.4 1.3 -0.850
C -1.343 -0.694 -0.612 -0.7 -1.3 -0.4 -0.087
C -0.943 0.505 -0.421 0.1 3.1 1.0 -0.428
C 0.294 0.869 0.261 3.0 0.4 -1.7 -0.476
H 0.913 1.555 -0.493 -0.8 -1.4 2.1 0.242
H 0.220 1.243 1.292 0.1 -0.1 -0.4 0.243
H -1.395 1.567 -0.561 -0.3 -2.1 -0.3 0.272
```
Positions in Å, forces in eV/Å.

***

9.
Computed, not measured: an isolated molecule of C3H3BrS in a non-equilibrium geometry, with ωB97M-V/def2-TZVPD.

For the lowest unoccupied orbital energy, the calculation gives -0.9459 eV. The HOMO-LUMO gap comes out at 0.3025 Ha. The calculation puts the highest occupied orbital energy at -9.2 eV. As for the SMILES: BrSC1=CC1. The total energy comes out at -84032.4564 eV. As for the net charge: 0. The strongest force on any atom is 0.084 Eh/bohr.

```
8
Properties=species:S:1:pos:R:3:forces:R:3:nbo_charge:R:1
Br -3.548 -1.238 -0.453 0.7 0.8 -0.1 -0.041
S -2.196 0.532 -0.655 3.0 -2.4 1.2 0.112
C -0.177 -0.178 -0.078 -1.1 1.1 0.5 0.025
C 1.025 0.702 0.065 -1.0 1.3 0.4 -0.435
C 0.951 -0.685 0.430 -3.1 -2.5 -1.7 -0.233
H 1.429 -1.633 0.608 0.2 0.2 0.3 0.233
H 1.098 1.365 0.871 -0.1 1.2 1.3 0.166
H 1.418 1.135 -0.788 1.3 0.3 -2.0 0.174
```
Positions in Å, forces in eV/Å.

***

10.
Computed, not measured: a structure of composition C3H3CdFO2 in a non-equilibrium geometry, with ωB97M-V/def2-TZVPD.

For the lowest unoccupied orbital energy (spin up / spin down), the calculation gives -4.7161 / -7.6906 eV. The HOMO-LUMO gap (spin up / spin down) comes out at 0.3321 / 0.2351 Ha. The calculation puts the highest occupied orbital energy (spin up / spin down) at -13.8 / -14.1 eV. The total energy comes out at -14519.3911 eV. As for the net charge: +1. The strongest force on any atom is 0.127 Eh/bohr. Its spin multiplicity is 2.

```
10
Properties=species:S:1:pos:R:3:forces:R:3:nbo_charge:R:1
Cd 2.891 1.474 -0.651 0.3 0.0 0.3 0.923
F 0.804 0.165 -1.025 2.1 4.4 -4.3 -0.431
O 0.185 1.213 0.992 0.7 -1.4 -1.1 -0.528
O -1.639 0.249 0.307 1.7 0.1 0.1 -0.433
C -0.747 -0.812 -0.107 -1.7 -3.1 1.8 -0.191
C 0.893 0.204 0.350 0.0 -2.1 0.6 0.214
C -1.144 1.323 0.843 -1.3 0.4 0.0 0.577
H -1.050 -1.699 0.455 -0.3 0.1 -0.1 0.235
H 0.637 -1.169 0.023 -1.6 1.5 2.4 0.378
H -0.830 -0.947 -1.189 0.2 0.0 0.4 0.256
```
Positions in Å, forces in eV/Å.